[1]
{
  "formula": "C44H41IN2",
  "method": "the ωB97M-V functional and the def2-TZVPD basis",
  "e_lumo_ev": -1.085,
  "gap_ev": 8.09,
  "smiles": "Ic1cnc2ccccc2n1.c1ccccc1.c1ccccc1.c1ccccc1.c1ccccc1.c1ccccc1.c1ccccc1",
  "e_tot_ha": -2108.3790,
  "charge": 0,
  "species": ["I", "C", "C", "N", "C", "C", "C", "C", "C", "C", "N", "H", "H", "H", "H", "H", "C", "C", "C", "C", "C", "C", "H", "H", "H", "H", "H", "H", "C", "C", "C", "C", "C", "C", "H", "H", "H", "H", "H", "H", "C", "C", "C", "C", "C", "C", "H", "H", "H", "H", "H", "H", "C", "C", "C", "C", "C", "C", "H", "H", "H", "H", "H", "H", "C", "C", "C", "C", "C", "C", "H", "H", "H", "H", "H", "H", "C", "C", "C", "C", "C", "C", "H", "H", "H", "H", "H", "H"],
  "xyz": [[1.94297, -0.15208, 2.04926], [0.03310, 0.80225, 1.67359], [-0.01127, 2.26231, 1.38943], [-1.14559, 3.00700, 1.10478], [-2.25336, 2.17229, 1.17160], [-3.59945, 2.79965, 0.90705], [-4.84979, 2.06485, 0.94274], [-4.79652, 0.60463, 1.28850], [-3.53063, -0.04406, 1.55051], [-2.24082, 0.73066, 1.48699], [-1.06980, 0.01859, 1.72421], [0.96879, 2.81556, 1.40441], [-3.65678, 3.89629, 0.66131], [-5.84065, 2.53323, 0.72193], [-5.73907, 0.00369, 1.31932], [-3.50505, -1.13712, 1.80712], [1.72166, -3.86733, 0.43577], [2.19247, -5.04339, -0.13582], [1.91016, -6.26739, 0.45900], [1.16012, -6.31516, 1.62843], [0.69700, -5.13832, 2.20489], [0.97628, -3.91463, 1.60809], [1.93635, -2.91271, -0.03220], [2.77951, -5.00600, -1.04664], [2.27465, -7.18482, 0.01117], [0.93770, -7.26982, 2.09105], [0.11685, -5.17472, 3.12036], [0.61306, -2.99669, 2.05636], [-2.18547, 3.76327, -3.50507], [-2.97185, 3.78619, -2.35951], [-4.31882, 4.11544, -2.44748], [-4.87938, 4.42615, -3.68087], [-4.09093, 4.41199, -4.82507], [-2.74448, 4.07916, -4.73786], [-1.13612, 3.49999, -3.43714], [-2.53426, 3.54654, -1.39790], [-4.93303, 4.12997, -1.55406], [-5.93076, 4.68052, -3.74994], [-4.52648, 4.65992, -5.78642], [-2.13005, 4.06593, -5.63079], [-3.01695, -1.33091, 5.12004], [-2.53664, -2.50504, 4.55205], [-2.81217, -3.72970, 5.14878], [-3.56472, -3.77978, 6.31644], [-4.03716, -2.60469, 6.88917], [-3.76483, -1.38028, 6.29045], [-2.80719, -0.37624, 4.65034], [-1.94699, -2.46515, 3.64208], [-2.44033, -4.64581, 4.70384], [-3.78193, -4.73480, 6.78072], [-4.61920, -2.64320, 7.80307], [-4.13522, -0.46403, 6.73579], [-0.51105, 3.85583, 4.14116], [-0.83157, 5.10201, 4.66740], [-0.63729, 5.35798, 6.01948], [-0.12568, 4.36604, 6.84821], [0.18745, 3.11754, 6.32507], [-0.00285, 2.86292, 4.97196], [-0.64129, 3.64292, 3.09196], [-1.23339, 5.87514, 4.02199], [-0.88481, 6.33106, 6.42823], [0.02814, 4.56636, 7.90224], [0.58172, 2.34202, 6.97220], [0.24520, 1.88868, 4.56314], [3.12638, 0.74947, -3.86537], [2.29947, 0.58928, -2.75976], [2.73894, -0.14220, -1.66278], [4.00397, -0.71748, -1.67268], [4.82747, -0.56509, -2.78178], [4.38969, 0.16952, -3.87756], [2.78619, 1.32555, -4.71839], [1.31128, 1.03578, -2.75263], [2.09588, -0.26479, -0.79851], [4.34778, -1.28613, -0.81553], [5.81244, -1.01881, -2.79219], [5.03284, 0.29030, -4.74171], [5.69601, -2.58673, -9.00462], [4.59624, -1.83555, -8.60727], [4.30909, -1.68376, -7.25599], [5.11955, -2.28680, -6.30163], [6.21410, -3.04553, -6.69912], [6.50351, -3.19441, -8.05029], [5.92356, -2.69955, -10.05835], [3.96246, -1.36716, -9.35181], [3.45294, -1.09503, -6.94576], [4.89707, -2.16646, -5.24815], [6.84310, -3.52089, -5.95478], [7.35853, -3.78426, -8.36026]],
  "atomic_forces_ev_per_a": [[-1.15, 0.73, 0.00], [-1.68, 0.50, -0.22], [-0.35, 0.28, -0.49], [1.54, -4.52, 0.89], [-2.53, 0.21, -0.25], [-1.36, -1.30, 0.17], [2.91, -1.00, 0.54], [2.24, 0.51, -0.05], [-1.02, 2.01, -0.54], [-1.13, -0.31, -0.10], [0.98, 2.87, -0.37], [-1.19, -0.63, -0.05], [0.37, -1.30, 0.34], [1.20, -0.34, 0.25], [1.02, 0.66, 0.01], [0.15, 1.34, -0.31], [0.00, -0.03, 0.05], [-0.01, 0.00, 0.01], [-0.02, 0.03, 0.03], [0.02, 0.04, -0.02], [0.01, -0.02, -0.04], [-0.02, -0.03, 0.00], [-0.01, -0.03, 0.01], [-0.04, 0.00, 0.04], [-0.02, 0.05, 0.02], [0.02, 0.04, -0.02], [0.03, 0.01, -0.04], [0.01, -0.06, -0.04], [-0.06, 0.03, -0.03], [0.01, -0.01, -0.03], [0.04, 0.00, -0.07], [0.03, 0.00, 0.02], [0.01, -0.01, 0.01], [-0.01, -0.01, 0.04], [-0.04, 0.03, 0.01], [0.01, 0.01, -0.09], [0.02, -0.01, -0.04], [0.05, 0.00, 0.00], [0.02, -0.02, 0.05], [-0.04, 0.00, 0.04], [0.01, -0.01, 0.01], [-0.01, -0.01, -0.02], [-0.02, 0.03, 0.03], [0.02, 0.04, -0.02], [0.01, 0.00, -0.03], [0.01, -0.04, -0.02], [0.01, -0.04, 0.02], [-0.02, 0.02, 0.04], [-0.02, 0.04, 0.02], [0.02, 0.05, -0.02], [0.03, 0.00, -0.05], [0.02, -0.04, -0.02], [0.10, -0.04, 0.28], [0.00, -0.01, 0.01], [0.00, -0.04, -0.02], [-0.02, 0.00, -0.05], [0.01, -0.03, 0.01], [-0.04, 0.10, 0.03], [-0.11, 0.32, 0.30], [0.03, -0.04, 0.02], [0.01, -0.05, -0.02], [-0.01, -0.01, -0.05], [-0.02, 0.04, -0.03], [0.00, 0.02, 0.02], [0.01, -0.03, 0.03], [0.04, -0.01, -0.01], [-0.03, 0.00, -0.10], [-0.04, 0.01, -0.03], [-0.02, 0.01, 0.01], [-0.03, 0.06, 0.03], [0.02, -0.03, 0.03], [0.04, -0.03, 0.00], [0.06, 0.01, -0.17], [-0.02, 0.02, -0.03], [-0.04, 0.03, 0.00], [-0.03, 0.00, 0.05], [-0.01, -0.01, 0.05], [0.02, 0.00, 0.01], [0.03, -0.01, -0.01], [0.02, -0.05, -0.03], [-0.01, 0.02, -0.04], [-0.03, 0.03, 0.00], [-0.02, 0.00, 0.05], [0.04, -0.02, 0.04], [0.04, -0.03, 0.00], [-0.02, -0.03, -0.06], [-0.03, 0.03, -0.04], [-0.04, 0.03, 0.02]],
  "lowdin_charge": [0.90, -0.67, -0.16, 0.10, -0.20, -0.03, -0.06, -0.06, -0.01, -0.19, 0.07, 0.11, 0.11, 0.10, 0.10, 0.11, -0.10, -0.09, -0.10, -0.10, -0.09, -0.11, 0.07, 0.10, 0.10, 0.10, 0.09, 0.04, -0.09, -0.09, -0.09, -0.10, -0.10, -0.10, 0.10, 0.07, 0.09, 0.10, 0.10, 0.10, -0.10, -0.10, -0.10, -0.10, -0.10, -0.09, 0.09, 0.09, 0.10, 0.10, 0.10, 0.10, -0.09, -0.09, -0.10, -0.10, -0.09, -0.09, 0.05, 0.10, 0.10, 0.10, 0.10, 0.08, -0.09, -0.09, -0.12, -0.10, -0.10, -0.11, 0.10, 0.10, 0.01, 0.10, 0.10, 0.10, -0.10, -0.10, -0.09, -0.10, -0.09, -0.10, 0.10, 0.10, 0.10, 0.08, 0.10, 0.10]
}

[2]
{
  "formula": "C23H22Cl2N2O3S",
  "method": "the ωB97M-V functional and the def2-TZVPD basis",
  "e_lumo_ev": 0.187,
  "gap_ev": 8.01,
  "e_tot_ha": -2542.7523,
  "e_above_lowest_kj_mol": 1794.0,
  "charge": 0,
  "species": ["O", "C", "N", "C", "H", "C", "N", "C", "C", "C", "C", "C", "C", "H", "Cl", "H", "H", "H", "C", "H", "C", "H", "H", "H", "H", "H", "H", "C", "C", "C", "C", "O", "C", "H", "H", "S", "O", "C", "C", "C", "C", "C", "C", "C", "H", "H", "Cl", "H", "H", "H", "H", "H", "H"],
  "xyz": [[-0.69815, -2.35197, -2.13344], [-0.54162, -1.19988, -1.83806], [0.63576, -0.52362, -1.50852], [0.78395, 0.70167, -1.05473], [-0.14972, 1.15594, -1.18291], [1.24567, 0.58763, 0.44702], [2.42391, -0.23706, 0.60999], [3.72799, 0.49599, 0.11697], [3.85177, 1.85149, -0.19229], [5.19869, 2.34211, -0.23616], [6.24873, 1.83867, -0.01947], [6.05347, 0.40237, 0.20220], [4.93754, -0.45621, 0.33662], [4.88059, -1.21930, 0.78869], [7.55666, -0.68186, 0.44495], [7.21651, 2.04216, -0.02214], [5.28111, 3.26899, -0.44078], [3.00850, 2.39949, -0.19055], [2.35545, -1.34936, -0.08482], [3.12969, -2.00701, 0.09632], [1.62457, -1.43804, -1.53455], [1.28019, -2.34429, -1.60988], [2.40889, -0.90279, -2.07801], [1.46427, -1.87058, 0.82862], [1.46969, 1.84573, 0.54561], [0.64268, 0.21270, 1.02826], [1.47641, 1.00334, -1.70486], [-1.91577, -0.26197, -1.80323], [-3.24239, -0.86726, -2.16715], [-4.07259, 0.10386, -1.82706], [-3.40299, 1.19466, -1.23471], [-2.14516, 0.72174, -1.24288], [-3.80461, 2.36789, -0.49853], [-3.37456, 3.07240, -0.98523], [-4.94775, 2.38396, -0.53887], [-3.25421, 2.62609, 1.32327], [-1.82634, 2.22199, 1.11908], [-4.08929, 0.84102, 2.15953], [-3.21399, -0.30791, 1.72854], [-2.09034, -0.27064, 2.47332], [-1.03117, -1.54006, 2.35363], [-1.60902, -2.41964, 1.57560], [-2.78724, -2.51512, 0.70957], [-3.59392, -1.54522, 0.89935], [-4.60428, -1.33275, 0.29527], [-2.80275, -3.34273, 0.00417], [-0.31463, -3.93266, 1.13792], [-0.03942, -1.64903, 2.76048], [-1.66760, 0.49542, 2.93900], [-4.39875, 1.08778, 2.99948], [-5.01107, 0.76481, 1.32699], [-5.12910, 0.19730, -2.17575], [-3.14428, -1.66024, -2.94586]],
  "atomic_forces_ev_per_a": [[0.20, -0.24, -0.20], [-2.30, 4.42, 0.87], [-7.25, -7.66, -3.18], [-1.10, 0.81, 4.62], [-0.78, 1.56, 0.26], [6.93, 8.51, -7.17], [4.81, 8.33, -0.68], [-0.26, -2.27, 2.18], [3.34, -5.00, 0.94], [-12.75, 3.53, -1.72], [7.01, -12.38, 2.65], [1.12, -4.47, 1.18], [-0.12, 17.83, -6.99], [-0.47, -10.71, 5.51], [-0.57, 1.34, -0.10], [3.82, 2.04, -0.20], [-0.16, 7.01, -1.52], [-2.21, 2.26, -0.41], [-7.15, -6.82, 1.15], [1.78, -1.27, -0.30], [7.53, 5.37, 4.15], [-1.00, -5.00, -1.47], [0.57, -1.38, -1.43], [1.81, 0.12, -3.14], [-0.60, -3.83, 1.17], [-7.15, -3.09, 5.81], [3.35, 3.11, -1.82], [-0.15, -13.73, -5.51], [6.29, -1.46, -2.44], [-4.49, 3.28, -0.32], [-1.10, -4.08, -0.05], [1.26, 12.16, 6.40], [-4.49, -3.86, 3.45], [2.42, 5.79, -2.50], [1.56, 0.40, -0.10], [0.20, -3.12, -1.06], [0.17, 0.81, 0.81], [0.00, -1.27, -14.03], [-0.42, -1.06, 2.26], [3.00, -6.93, -2.75], [-3.77, 3.77, 0.21], [2.21, -4.09, -2.73], [4.20, -2.69, 1.23], [-5.35, 7.08, -0.20], [2.38, -0.98, 1.40], [-0.42, 0.26, 0.26], [-1.82, 1.60, 0.61], [-0.14, 0.27, 0.25], [0.97, 3.41, 2.21], [-2.33, 1.72, 8.00], [1.69, 0.45, 2.58], [0.83, -0.29, 0.75], [-1.11, 0.45, 1.15]],
  "nbo_charge": [-0.60, 0.67, -0.42, -0.24, 0.24, -0.16, -0.46, 0.21, -0.32, -0.14, -0.27, 0.13, -0.24, 0.18, -0.11, 0.24, 0.20, 0.21, -0.16, 0.21, -0.24, 0.25, 0.18, 0.14, 0.19, 0.18, 0.19, 0.28, -0.35, -0.28, 0.15, -0.36, -0.57, 0.22, 0.24, 1.13, -0.97, -0.43, -0.13, -0.10, -0.29, 0.17, -0.32, -0.08, 0.22, 0.27, -0.21, 0.26, 0.21, 0.18, 0.20, 0.23, 0.26]
}